Density functional theory data (ωB97M-V with the def2-TZVPD basis set) for a cluster of 14 separate species, C54H149N13O14 in total at a distorted geometry.

Geometry as ORCA input:
```
! wB97M-V def2-TZVPD RIJCOSX def2/J DEFGRID3
* xyz 0 1
C 2.8798 -4.0601 0.5604
C 2.2644 -4.9382 1.7121
C 3.3022 -5.3139 2.7511
O 2.7255 -6.0120 3.8484
C 3.4555 -6.0701 5.0047
N 1.1829 -4.2932 2.4046
H 3.6027 -4.5816 0.1089
H 3.2649 -3.1148 0.9231
H 1.9714 -3.8957 -0.1137
H 1.9264 -5.9439 1.1801
H 3.8315 -4.3820 3.0769
H 4.0871 -5.9680 2.3790
H 4.2635 -6.7871 4.8882
H 2.7458 -6.4509 5.7493
H 3.8002 -5.0500 5.3631
H 0.7466 -4.9978 3.0176
H 0.4235 -4.0439 1.7557
C 7.2615 -1.3646 5.8007
C 6.8007 -2.1883 4.5861
C 6.1753 -1.2775 3.5349
O 6.0962 -2.0038 2.3018
C 5.7308 -1.2010 1.2403
N 7.9199 -3.0037 4.1375
H 6.4296 -0.8154 6.2921
H 7.8794 -0.5661 5.3922
H 7.8175 -1.8834 6.5274
H 6.0569 -2.9561 4.9328
H 6.8781 -0.4056 3.4709
H 5.1939 -0.9426 3.8095
H 4.6256 -0.9472 1.3482
H 5.8348 -1.7155 0.3141
H 6.2872 -0.2588 1.1161
H 8.2452 -3.5987 4.8999
H 7.5918 -3.5857 3.3564
C -3.5387 4.6993 -0.0139
C -4.3733 3.5480 0.6258
C -4.2544 2.3702 -0.3738
O -5.4036 1.4956 -0.2670
C -5.2674 0.1301 -0.5532
N -3.9504 3.0788 1.9088
H -2.6000 4.2255 -0.3964
H -3.2794 5.4635 0.7139
H -4.1087 5.0259 -0.8615
H -5.4315 3.8457 0.6460
H -3.3025 1.8893 -0.2254
H -4.2599 2.7332 -1.3978
H -6.2343 -0.2204 -0.7385
H -4.8631 -0.3856 0.3297
H -4.6013 -0.0016 -1.4552
H -2.9545 2.9315 1.9546
H -4.4630 2.2496 2.2287
C -3.0611 -1.4097 -5.2688
C -4.1882 -1.2977 -4.1619
C -5.6008 -1.1516 -4.7986
O -5.5526 0.0725 -5.4887
C -6.6979 0.4618 -6.2132
N -4.2913 -2.5182 -3.3586
H -3.1660 -0.6390 -5.9937
H -3.2504 -2.4126 -5.6596
H -2.0178 -1.3786 -4.9399
H -4.0267 -0.5528 -3.4363
H -6.4086 -1.1183 -4.0269
H -5.8207 -1.9358 -5.5041
H -6.9734 -0.1747 -7.0336
H -6.4573 1.4725 -6.6852
H -7.5759 0.6581 -5.6396
H -4.5599 -3.3610 -3.8357
H -3.4096 -2.7338 -2.8840
C 1.8759 6.2716 0.0161
C 1.1283 6.8059 -1.2153
C -0.4044 6.4678 -1.1979
O -1.0096 6.9086 -2.4813
C -2.0747 6.1217 -2.9002
N 1.4452 8.2355 -1.3774
H 1.5206 6.7082 0.9582
H 2.8927 6.5948 -0.1601
H 1.8667 5.1329 0.1077
H 1.4102 6.2222 -2.1386
H -0.8375 6.9862 -0.3776
H -0.6177 5.3999 -1.1492
H -2.7585 5.9053 -2.0832
H -1.7607 5.1554 -3.2281
H -2.5523 6.6961 -3.7201
H 0.9420 8.4582 -2.2421
H 1.1779 8.6982 -0.5403
C -8.5336 2.8820 -3.4034
C -7.1281 3.3251 -2.9087
C -6.0600 2.9479 -3.9000
O -4.8372 3.4656 -3.4874
C -3.6913 2.8870 -4.1413
N -7.1433 4.7931 -2.7806
H -8.7995 1.8789 -3.2333
H -8.6327 3.1754 -4.4288
H -9.2326 3.5062 -2.7177
H -6.8982 2.9184 -1.9479
H -6.3320 3.4854 -4.8442
H -6.0167 1.8846 -4.1083
H -3.6871 3.0439 -5.2516
H -3.6322 1.8514 -3.9279
H -2.8247 3.3491 -3.6910
H -6.2189 5.1502 -2.8662
H -7.6691 5.2568 -3.5301
C 4.9373 1.9327 -0.5262
C 4.2578 2.1492 0.8255
C 4.7918 3.3829 1.5722
O 6.1009 3.0318 2.0677
C 6.6469 4.0493 2.8296
N 2.7723 2.2594 0.6301
H 4.4929 1.0283 -0.9226
H 5.9921 1.7449 -0.4589
H 4.6568 2.6372 -1.3569
H 4.5262 1.2780 1.4533
H 4.1966 3.6984 2.4651
H 4.8594 4.1875 0.8761
H 7.6785 3.8186 3.1429
H 5.9552 4.3181 3.6263
H 6.7963 4.9724 2.1489
H 2.1756 1.9926 1.3882
H 2.5235 1.9267 -0.2974
C -2.3646 -6.5353 -1.0050
C -1.7300 -5.2879 -1.6014
C -0.9024 -4.5648 -0.5247
O -1.6470 -4.1796 0.6354
C -2.5579 -3.1019 0.4252
N -0.9760 -5.5893 -2.7851
H -2.9658 -6.2873 -0.1279
H -1.6573 -7.3611 -0.5927
H -3.0343 -6.7940 -1.7614
H -2.5121 -4.5885 -1.8241
H -0.4994 -3.6941 -1.0929
H -0.0626 -5.0524 -0.0382
H -3.0601 -2.9225 1.3493
H -3.2458 -3.2916 -0.3956
H -2.0444 -2.2016 0.1742
H -0.4376 -6.4847 -2.7284
H -0.2227 -4.9180 -2.9364
C 2.3397 -2.6157 4.7680
C 2.3642 -1.5795 5.9405
C 2.4034 -0.1130 5.5061
O 3.5980 0.1707 4.8516
C 3.7046 1.5086 4.5016
N 1.1699 -1.7440 6.7304
H 2.3831 -3.5622 5.2006
H 3.1239 -2.3949 4.0391
H 1.4314 -2.5554 4.1519
H 3.1849 -1.7723 6.6027
H 2.3298 0.6086 6.3144
H 1.5614 0.0777 4.8477
H 2.7324 1.9876 4.3990
H 4.1772 1.5125 3.5297
H 4.2822 2.0866 5.2450
H 1.1312 -1.2360 7.5963
H 0.8728 -2.6894 7.0368
C 1.4507 2.7351 -4.6189
C 0.4887 1.6237 -4.8692
C -0.2167 1.8588 -6.1786
O -1.0105 0.7770 -6.6031
C -1.7066 1.1050 -7.7980
N 1.1675 0.2420 -4.8544
H 2.1368 2.5190 -3.7611
H 0.9516 3.6882 -4.4043
H 2.0916 2.7114 -5.5258
H -0.2067 1.7582 -4.0765
H 0.4795 2.0675 -6.9846
H -0.7660 2.8179 -6.0236
H -1.1056 1.6391 -8.5933
H -2.5443 1.8044 -7.4964
H -2.1320 0.1539 -8.2201
H 1.0885 -0.2006 -5.7632
H 2.1250 0.3718 -4.6530
C 2.5628 -6.6827 -2.3798
C 2.4960 -6.0830 -3.7939
C 2.7169 -4.5872 -3.8784
O 2.0204 -4.0568 -2.8046
C 2.0103 -2.6311 -2.8612
N 3.3939 -6.6981 -4.7506
H 2.3449 -7.7803 -2.4285
H 1.9198 -6.2793 -1.5650
H 3.6000 -6.6473 -1.9644
H 1.4904 -6.2350 -4.1696
H 2.3516 -4.1655 -4.8652
H 3.7154 -4.2461 -3.7604
H 1.6338 -2.2174 -1.9620
H 1.4370 -2.2535 -3.7368
H 3.0889 -2.4351 -3.0014
H 3.2533 -7.7146 -4.8380
H 4.4113 -6.6331 -4.4675
C -1.4455 2.5178 6.3366
C -1.6325 2.4875 4.8101
C -0.3313 2.4185 4.0406
O 0.7184 3.2858 4.5232
C 0.6772 4.6756 4.1204
N -2.3083 1.2125 4.4242
H -0.9168 1.6228 6.7483
H -2.4692 2.4816 6.8398
H -1.0074 3.4427 6.6795
H -2.2268 3.3969 4.5301
H -0.5029 2.6113 2.9738
H -0.0125 1.3950 4.1192
H 1.7377 5.0526 4.0228
H 0.1884 5.2716 4.9043
H 0.0743 4.8880 3.2147
H -3.3154 1.3446 4.6438
H -1.9190 0.3220 4.8499
C -1.0484 -0.3961 -2.0516
C -0.3658 0.7034 -1.3565
C -0.6092 0.6745 0.1799
O -0.0440 -0.5270 0.7520
C 0.0521 -0.4712 2.1457
N 1.1307 0.6949 -1.6484
H -0.5063 -0.5649 -2.9473
H -1.9953 -0.0096 -2.2954
H -1.0755 -1.2680 -1.3968
H -0.7171 1.6794 -1.6472
H -1.6143 0.6675 0.3537
H -0.0473 1.4731 0.7645
H 0.9828 -0.0410 2.4443
H 0.0784 -1.4391 2.5224
H -0.7678 0.0987 2.6698
H 1.2425 0.5535 -2.6490
H 1.4621 -0.1426 -1.2064
C -3.5330 -2.5314 4.7729
C -2.0989 -2.8657 5.1276
O -1.3376 -1.6011 5.2113
H -3.5219 -1.7451 3.9905
H -4.0075 -1.9979 5.6043
H -4.1321 -3.3692 4.4686
H -1.6435 -3.5013 4.3819
H -2.0180 -3.3927 6.1046
H -0.4032 -1.6902 5.7097
*
```

Properties
HOMO level in eV: -8.59
Total energy in Eh: -3911.59872
Molecular weight in g/mol: 1204.863
Energy relative to the best compared isomer or geometry (same formula, charge and spin) in kcal per mole: 49.3
LUMO in eV: 0.535


Density functional theory data (ωB97M-V with the def2-TZVPD basis set) for the ion C5H9ClP with charge +1 at a distorted geometry.

Geometry as ORCA input:
```
! wB97M-V def2-TZVPD RIJCOSX def2/J DEFGRID3
* xyz 1 1
C -0.6218 1.2802 -0.0938
C -0.4100 0.3498 -0.9075
C -0.8196 2.2295 1.0343
C -0.6750 -0.4035 -2.1133
C 0.7918 -2.0864 1.0014
P 1.4783 -0.3837 -0.0809
Cl 2.4011 0.6256 1.3039
H -1.2345 1.6692 1.8209
H -1.4980 2.9796 0.6446
H 0.2121 2.5041 1.2065
H 0.2734 -0.6715 -2.5114
H -1.0651 0.2863 -2.7318
H -1.0639 -1.4076 -2.0833
H -0.2683 -2.0772 0.8831
H 1.1376 -1.9525 2.0498
H 1.3618 -2.9418 0.5775
*
```

Properties
HOMO level in eV: -13.73
Total energy in Eh: -997.08792
Molecular weight in g/mol: 135.554
Energy relative to the best compared isomer or geometry (same formula, charge and spin) in kcal per mole: 21.4
LUMO in eV: -5.411


Density functional theory data (ωB97M-V with the def2-TZVPD basis set) for a cluster of 3 separate species, CH4N2O2S in total at a distorted geometry.

Geometry as ORCA input:
```
! wB97M-V def2-TZVPD RIJCOSX def2/J DEFGRID3
* xyz 0 1
C 0.5589 -0.6502 3.6186
N -0.2378 -0.8247 2.7829
N -0.4557 0.0897 -1.2556
O 1.5330 1.9312 2.2734
O -0.2826 3.1206 0.9709
S 0.5587 1.9110 1.1808
H 1.2209 -0.3762 4.4365
H 0.1008 -0.7021 -1.4911
H -0.5740 0.4568 -2.1990
H -1.3845 -0.1341 -1.0614
*
```

Properties
HOMO level in eV: -10.51
Total energy in Eh: -698.63568
Molecular weight in g/mol: 108.122
Energy relative to the best compared isomer or geometry (same formula, charge and spin) in kcal per mole: 24.9
LUMO in eV: -0.893


Density functional theory data (ωB97M-V with the def2-TZVPD basis set) for the ion C5H9N2 with charge +1 at a distorted geometry.

Geometry as ORCA input:
```
! wB97M-V def2-TZVPD RIJCOSX def2/J DEFGRID3
* xyz 1 1
C -0.6450 -1.3180 -0.0937
C -1.1141 -0.0624 -0.0649
C 1.1018 0.0584 -0.1027
C -2.5233 0.4205 0.1406
C 2.4973 0.4815 0.0212
N 0.7338 -1.2375 -0.0970
N -0.0591 0.8526 -0.1554
H -1.1715 -2.3515 0.0757
H -3.2252 -0.5261 0.0155
H -2.7188 0.9097 0.9954
H -2.7150 1.1379 -0.6249
H 2.7066 1.4835 -0.3334
H 2.7411 0.3739 0.9920
H 3.0966 -0.2059 -0.4634
H 1.3990 -1.9005 0.1628
H -0.1042 1.8840 -0.4677
*
```

Properties
HOMO level in eV: -13.84
Total energy in Eh: -305.18057
SMILES string: Cc1c[nH]c(C)[nH+]1
Molecular weight in g/mol: 97.141
Energy relative to the best compared isomer or geometry (same formula, charge and spin) in kcal per mole: 31.0
LUMO in eV: -3.287


Density functional theory data (ωB97M-V with the def2-TZVPD basis set) for a structure of composition C7H5NO at a distorted geometry.

Geometry as ORCA input:
```
! wB97M-V def2-TZVPD RIJCOSX def2/J DEFGRID3
* xyz 0 1
C 0.5493 -0.8700 -1.9826
C 0.8010 -0.0444 -0.1245
C 0.9127 1.0310 0.8919
C 0.0278 1.3778 1.7658
C -1.1155 0.6830 1.7680
C -1.3177 -0.3861 0.8107
C -0.4909 -0.3540 -0.2636
H 0.6777 -1.2891 -2.8868
H 1.9025 1.2847 1.1294
H 0.1471 1.9924 2.6187
H -2.0405 0.9524 2.1904
H -2.1344 -1.1727 0.5819
N 1.6165 -0.4266 -1.2470
O -0.7586 -0.9257 -1.5123
*
```

Properties
HOMO level in eV: -8.67
Total energy in Eh: -399.62163
Molecular weight in g/mol: 119.123
Energy relative to the best compared isomer or geometry (same formula, charge and spin) in kcal per mole: 63.2
LUMO in eV: 0.505


Density functional theory data (ωB97M-V with the def2-TZVPD basis set) for a cluster of 2 separate species, C4H12OS2 in total at a distorted geometry.

Geometry as ORCA input:
```
! wB97M-V def2-TZVPD RIJCOSX def2/J DEFGRID3
* xyz 1 2
C -1.2014 -1.1910 1.5005
C -0.1500 -1.0881 2.6100
S 0.8393 0.4488 2.4833
S 1.7313 0.0748 0.5961
C 0.7917 1.5175 -0.2065
C 0.7502 1.8969 -1.6856
H -1.5249 -2.2019 1.2523
H -0.9877 -0.8604 0.4745
H -2.0708 -0.5670 1.7160
H 0.4862 -1.9717 2.6482
H -0.6500 -1.0088 3.5761
H -0.2257 1.4455 0.1596
H 1.2415 2.3716 0.3251
H 0.2487 2.8722 -1.7264
H 0.0060 1.2447 -2.1669
H 1.6723 2.0282 -2.2273
H 0.1121 -2.2699 -2.8395
H -0.4693 -0.9064 -3.1645
O -0.5995 -1.8352 -3.3249
*
```

Properties
HOMO level (spin up / spin down) in eV: -14.38 / -14.38
Total energy in Eh: -1030.87334
Molecular weight in g/mol: 140.273
Energy relative to the best compared isomer or geometry (same formula, charge and spin) in kcal per mole: 25.3
<S²>: 0.7549
LUMO (spin up / spin down) in eV: -5.017 / -8.447


Density functional theory data (ωB97M-V with the def2-TZVPD basis set) for a cluster of 2 separate species, C5H11O4P in total at a distorted geometry.

Geometry as ORCA input:
```
! wB97M-V def2-TZVPD RIJCOSX def2/J DEFGRID3
* xyz 0 1
C 1.3586 -2.0610 1.5875
C 2.0551 -2.4902 -0.7849
C 0.2330 2.3942 -0.9669
C -1.8967 1.3230 1.7181
C 2.1563 -2.7140 0.7558
O 0.5343 -1.6201 2.2945
O -2.3321 -0.1296 -1.9052
O -0.7769 1.5073 -1.4846
O -2.3274 0.9639 0.4129
P -1.3513 0.1982 -0.6637
H 1.4890 -3.1969 -1.2040
H 3.0179 -2.5899 -1.2760
H 1.5411 -1.6376 -1.1126
H 0.0259 3.4226 -1.1914
H 1.1495 2.1259 -1.3714
H 0.2747 2.3371 0.1094
H -2.3954 2.3359 1.9483
H -0.7799 1.5004 1.7603
H -2.4860 0.6282 2.4596
H 3.1110 -3.0114 1.1881
H -2.6006 0.7139 -2.2738
*
```

Properties
HOMO level in eV: -8.80
Total energy in Eh: -839.39294
SMILES string: COP(O)OC.CC=C=O
Molecular weight in g/mol: 166.113
Energy relative to the best compared isomer or geometry (same formula, charge and spin) in kcal per mole: 69.8
LUMO in eV: 0.778


Density functional theory data (ωB97M-V with the def2-TZVPD basis set) for a structure of composition C3H3ClNO at a distorted geometry.

Geometry as ORCA input:
```
! wB97M-V def2-TZVPD RIJCOSX def2/J DEFGRID3
* xyz 1 3
C 0.0027 -0.4955 -0.4049
C -0.7389 0.5329 -1.0325
C 0.4106 -0.3547 1.1266
N 0.5402 0.8136 1.5985
O -1.3182 0.9491 -1.9290
Cl -0.3307 2.0105 0.6985
H -0.2722 -1.6214 -0.5508
H 0.9528 -0.5096 -0.9427
H 0.7537 -1.3249 1.4363
*
```

Properties
HOMO level (spin up / spin down) in eV: -12.02 / -16.69
Total energy in Eh: -705.75815
Molecular weight in g/mol: 104.516
Energy relative to the best compared isomer or geometry (same formula, charge and spin) in kcal per mole: 4.6
<S²>: 2.0211
LUMO (spin up / spin down) in eV: -5.547 / -9.558